A cluster of 13 separate species, C105H104O19 in total in a non-equilibrium geometry. Source: OMol25; level of theory: ωB97M-V/def2-TZVPD.

Bonds (Å) are listed after each position.
CARTESIAN COORDINATES (ANGSTROEM)
1 C -4.27178 -1.35973 -4.73495  C2 1.387, C6 1.387, H17 1.099
2 C -5.14473 -1.54763 -3.67402  C1 1.387, C3 1.403, H18 1.088
3 C -6.08184 -2.58918 -3.74215  C2 1.403, C4 1.404, H19 1.069
4 C -5.98905 -3.53799 -4.77268  C3 1.404, C5 1.393, C15 1.536
5 C -5.00634 -3.41224 -5.75221  C4 1.393, C6 1.384, C7 1.486
6 C -4.14101 -2.33294 -5.71417  C1 1.387, C5 1.384, H20 1.051
7 C -4.89714 -4.39896 -6.85757  C5 1.486, O8 1.205, C9 1.543
8 O -4.01778 -4.28005 -7.67222  C7 1.205
9 C -5.85332 -5.61031 -6.84291  C7 1.543, C10 1.378, C14 1.436
10 C -5.84384 -6.48095 -7.91087  C9 1.378, C11 1.394, H21 1.068
11 C -6.69586 -7.58298 -7.97472  C10 1.394, C12 1.384, H22 1.088
12 C -7.52797 -7.87158 -6.90739  C11 1.384, C13 1.377, H23 1.072
13 C -7.51695 -7.04763 -5.80455  C12 1.377, C14 1.384, H24 1.088
14 C -6.73141 -5.90965 -5.74685  C9 1.436, C13 1.384, C15 1.552
15 C -6.82310 -4.82090 -4.64484  C4 1.536, C14 1.552, O16 1.177
16 O -7.58178 -5.00281 -3.76328  C15 1.177
17 H -3.47732 -0.60171 -4.67922  C1 1.099
18 H -5.21977 -0.81349 -2.87447  C2 1.088
19 H -6.74251 -2.74966 -2.91697  C3 1.069
20 H -3.39338 -2.39548 -6.45044  C6 1.051
21 H -5.22744 -6.26740 -8.75684  C10 1.068
22 H -6.76441 -8.27639 -8.81025  C11 1.088
23 H -8.13483 -8.75530 -6.90947  C12 1.072
24 H -8.18774 -7.33220 -4.99701  C13 1.088
25 C -2.29231 -5.05314 -4.24244  C26 1.339, C30 1.419, H41 1.093
26 C -1.09980 -5.65227 -4.12769  C25 1.339, C27 1.430, H42 1.104
27 C -0.40171 -5.54941 -2.88354  C26 1.430, C28 1.370, H43 1.065
28 C -0.97528 -4.89986 -1.82214  C27 1.370, C29 1.442, C39 1.549
29 C -2.34014 -4.44554 -1.92612  C28 1.442, C30 1.345, C31 1.472
30 C -2.91975 -4.41729 -3.13983  C25 1.419, C29 1.345, H44 1.081
31 C -3.09962 -4.01754 -0.74004  C29 1.472, O32 1.211, C33 1.476
32 O -4.28462 -3.77962 -0.81191  C31 1.211
33 C -2.33196 -3.84133 0.50794  C31 1.476, C34 1.406, C38 1.391
34 C -3.00341 -3.16166 1.53921  C33 1.406, C35 1.419, H45 1.050
35 C -2.36233 -2.89397 2.77632  C34 1.419, C36 1.391, H46 1.092
36 C -1.03190 -3.28140 2.89579  C35 1.391, C37 1.412, H47 1.074
37 C -0.34102 -3.86186 1.80982  C36 1.412, C38 1.373, H48 1.040
38 C -0.99154 -4.18762 0.64559  C33 1.391, C37 1.373, C39 1.523
39 C -0.15799 -4.70014 -0.52122  C28 1.549, C38 1.523, O40 1.228
40 O 1.04262 -4.92764 -0.40289  C39 1.228
41 H -2.88786 -5.08814 -5.15842  C25 1.093
42 H -0.68786 -6.24645 -4.96148  C26 1.104
43 H 0.57712 -5.96795 -2.85444  C27 1.065
44 H -3.93579 -4.05172 -3.09778  C30 1.081
45 H -4.05230 -3.10878 1.54807  C34 1.050
46 H -2.91104 -2.33180 3.53514  C35 1.092
47 H -0.61270 -3.16340 3.87718  C36 1.074
48 H 0.67881 -4.04566 1.90070  C37 1.040
49 C 5.37181 3.70068 8.13097  C50 1.412, C54 1.366, H65 1.053
50 C 5.60366 2.99706 9.33329  C49 1.412, C51 1.353, H66 1.122
51 C 4.74777 2.03334 9.74623  C50 1.353, C52 1.361, H67 1.102
52 C 3.59405 1.81366 9.05813  C51 1.361, C53 1.359, C63 1.499
53 C 3.34227 2.45610 7.88744  C52 1.359, C54 1.396, C55 1.496
54 C 4.23373 3.42725 7.42710  C49 1.366, C53 1.396, H68 1.117
55 C 2.09638 2.27681 7.07921  C53 1.496, O56 1.201, C57 1.462
56 O 1.76644 3.07457 6.24390  C55 1.201
57 C 1.26088 1.11275 7.37069  C55 1.462, C58 1.400, C62 1.383
58 C 0.06118 0.89593 6.68153  C57 1.400, C59 1.421, H69 1.107
59 C -0.72375 -0.23915 7.02102  C58 1.421, C60 1.422, H70 1.147
60 C -0.24803 -1.13320 8.01935  C59 1.422, C61 1.404, H71 1.097
61 C 0.80922 -0.72024 8.84494  C60 1.404, C62 1.415, H72 1.131
62 C 1.60664 0.39739 8.50238  C57 1.383, C61 1.415, C63 1.498
63 C 2.65534 0.73851 9.51631  C52 1.499, C62 1.498, O64 1.191
64 O 2.81581 0.14018 10.53301  C63 1.191
65 H 6.11657 4.35050 7.76743  C49 1.053
66 H 6.59171 3.22321 9.81460  C50 1.122
67 H 4.90388 1.42504 10.65184  C51 1.102
68 H 4.01772 3.90239 6.43935  C54 1.117
69 H -0.33387 1.56826 5.89642  C58 1.107
70 H -1.48529 -0.55134 6.22220  C59 1.147
71 H -0.76504 -2.09742 8.09917  C60 1.097
72 H 1.18212 -1.42269 9.64845  C61 1.131
73 C 8.36237 3.20185 3.17910  C74 1.363, C78 1.400, H89 1.045
74 C 8.76105 3.14383 1.87715  C73 1.363, C75 1.402, H90 1.106
75 C 7.81743 2.99986 0.84998  C74 1.402, C76 1.381, H91 1.082
76 C 6.46701 3.09556 1.12456  C75 1.381, C77 1.408, C87 1.479
77 C 6.06415 3.08247 2.47313  C76 1.408, C78 1.405, C79 1.461
78 C 7.01266 3.02927 3.50867  C73 1.400, C77 1.405, H92 1.085
79 C 4.66357 3.21793 2.86794  C77 1.461, O80 1.237, C81 1.491
80 O 4.31076 3.35289 4.04555  C79 1.237
81 C 3.66141 3.25442 1.76445  C79 1.491, C82 1.366, C86 1.378
82 C 2.35752 3.04733 2.11560  C81 1.366, C83 1.381, H93 1.138
83 C 1.39984 2.91346 1.13027  C82 1.381, C84 1.411, H94 1.117
84 C 1.72713 3.02802 -0.23791  C83 1.411, C85 1.388, H95 1.046
85 C 3.06951 3.14976 -0.56780  C84 1.388, C86 1.411, H96 1.110
86 C 4.04884 3.25334 0.44229  C81 1.378, C85 1.411, C87 1.457
87 C 5.44724 3.12395 0.05305  C76 1.479, C86 1.457, O88 1.244
88 O 5.81673 2.95096 -1.12168  C87 1.244
89 H 9.08208 3.31172 3.92881  C73 1.045
90 H 9.84871 3.29211 1.74138  C74 1.106
91 H 8.19745 2.89647 -0.15793  C75 1.082
92 H 6.61801 2.99400 4.51823  C78 1.085
93 H 2.03329 2.97439 3.20349  C82 1.138
94 H 0.33669 3.10124 1.41551  C83 1.117
95 H 0.96140 2.97585 -0.94904  C84 1.046
96 H 3.51177 3.16861 -1.58531  C85 1.110
97 C 3.56735 -4.09673 -1.99870  C98 1.357, C102 1.387, H113 1.056
98 C 3.67666 -4.92315 -3.06904  C97 1.357, C99 1.407, H114 1.107
99 C 2.96263 -4.73863 -4.26779  C98 1.407, C100 1.375, H115 1.110
100 C 2.15627 -3.64168 -4.46026  C99 1.375, C101 1.405, C111 1.571
101 C 2.04101 -2.76728 -3.36624  C100 1.405, C102 1.396, C103 1.493
102 C 2.74715 -2.99379 -2.18402  C97 1.387, C101 1.396, H116 1.089
103 C 1.13827 -1.58160 -3.45827  C101 1.493, O104 1.198, C105 1.493
104 O 1.01724 -0.86338 -2.50767  C103 1.198
105 C 0.43135 -1.36092 -4.75487  C103 1.493, C106 1.405, C110 1.422
106 C -0.12625 -0.09980 -5.02695  C105 1.405, C107 1.399, H117 1.087
107 C -0.72280 0.13191 -6.27065  C106 1.399, C108 1.367, H118 1.106
108 C -0.71478 -0.81554 -7.25654  C107 1.367, C109 1.364, H119 1.078
109 C -0.01798 -1.97469 -7.08007  C108 1.364, C110 1.376, H120 1.072
110 C 0.44517 -2.29657 -5.82531  C105 1.422, C109 1.376, C111 1.478
111 C 1.19970 -3.56167 -5.70368  C100 1.571, C110 1.478, O112 1.203
112 O 1.19103 -4.48757 -6.47216  C111 1.203
113 H 4.05113 -4.23138 -1.06965  C97 1.056
114 H 4.41409 -5.73755 -2.93505  C98 1.107
115 H 3.24772 -5.36794 -5.13694  C99 1.110
116 H 2.52946 -2.27960 -1.39164  C102 1.089
117 H -0.08261 0.55707 -4.16209  C106 1.087
118 H -1.36611 0.99351 -6.52958  C107 1.106
119 H -1.19521 -0.51116 -8.17270  C108 1.078
120 H -0.08570 -2.74739 -7.82071  C109 1.072
121 C 0.44091 5.18004 -4.13506  C122 1.394, C126 1.418, H137 1.096
122 C 0.56226 5.95627 -2.98348  C121 1.394, C123 1.401, H138 1.074
123 C -0.29377 5.79970 -1.88500  C122 1.401, C124 1.410, H139 1.086
124 C -1.33320 4.85143 -1.97780  C123 1.410, C125 1.396, C135 1.506
125 C -1.45669 4.12887 -3.16591  C124 1.396, C126 1.369, C127 1.537
126 C -0.62682 4.25359 -4.24706  C121 1.418, C125 1.369, H140 1.069
127 C -2.61053 3.13361 -3.36390  C125 1.537, O128 1.248, C129 1.501
128 O -2.73669 2.59438 -4.48281  C127 1.248
129 C -3.58271 3.01001 -2.22690  C127 1.501, C130 1.395, C134 1.397
130 C -4.54473 2.00014 -2.21958  C129 1.395, C131 1.346, H141 1.108
131 C -5.45066 1.88248 -1.23130  C130 1.346, C132 1.371, H142 1.094
132 C -5.48495 2.74940 -0.16973  C131 1.371, C133 1.381, H143 1.068
133 C -4.53248 3.74589 -0.09072  C132 1.381, C134 1.435, H144 1.097
134 C -3.48695 3.79119 -1.07288  C129 1.397, C133 1.435, C135 1.477
135 C -2.36147 4.72928 -0.88414  C124 1.506, C134 1.477, O136 1.233
136 O -2.30499 5.47164 0.09814  C135 1.233
137 H 1.16609 5.30159 -4.94719  C121 1.096
138 H 1.47955 6.46389 -2.75238  C122 1.074
139 H -0.15539 6.40156 -0.99139  C123 1.086
140 H -0.69735 3.69432 -5.15519  C126 1.069
141 H -4.58210 1.36106 -3.12416  C130 1.108
142 H -6.28756 1.19631 -1.38836  C131 1.094
143 H -6.30403 2.80118 0.51446  C132 1.068
144 H -4.63686 4.62268 0.55988  C133 1.097
145 C -7.48573 -2.10259 1.25416  C146 1.529, H149 1.096, H150 1.099, H151 1.086
146 C -7.64172 -1.63601 -0.19360  C145 1.529, C147 1.518, O148 1.435, H152 1.130
147 C -8.39647 -0.33442 -0.39863  C146 1.518, H153 1.051, H154 1.053, H155 1.111
148 O -6.32921 -1.48950 -0.75530  C146 1.435, H156 0.971
149 H -7.19546 -1.21718 1.83068  C145 1.096
150 H -6.75069 -2.91955 1.27180  C145 1.099
151 H -8.43305 -2.42645 1.67455  C145 1.086
152 H -8.24053 -2.40353 -0.76794  C146 1.130
153 H -9.39138 -0.36335 -0.06156  C147 1.051
154 H -8.42459 0.03172 -1.38516  C147 1.053
155 H -7.93646 0.45093 0.23919  C147 1.111
156 H -5.89144 -2.33970 -0.58529  O148 0.971
157 C 4.00956 -0.58790 5.01497  C158 1.498, H161 1.075, H162 1.101, H163 1.131
158 C 2.76240 -1.15514 4.40997  C157 1.498, C159 1.496, O160 1.390, H164 1.124
159 C 1.92580 -0.19536 3.62545  C158 1.496, H165 1.112, H166 1.118, H167 1.053
160 O 3.09525 -2.18126 3.53386  C158 1.390, H168 1.005
161 H 4.49544 -1.40726 5.51247  C157 1.075
162 H 3.72678 0.12022 5.80972  C157 1.101
163 H 4.69448 -0.09414 4.26296  C157 1.131
164 H 2.15259 -1.52782 5.27762  C158 1.124
165 H 1.04104 -0.69407 3.17337  C159 1.112
166 H 2.51993 0.23239 2.78083  C159 1.118
167 H 1.63584 0.59727 4.25462  C159 1.053
168 H 3.87488 -2.71418 3.87773  O160 1.005
169 C 7.31736 -0.79789 1.71082  C170 1.519, H173 1.121, H174 1.104, H175 1.107
170 C 5.86776 -0.86027 1.26136  C169 1.519, C171 1.515, O172 1.432, H176 1.083
171 C 5.66821 -0.69792 -0.23121  C170 1.515, H177 1.105, H178 1.090, H179 1.114
172 O 5.30004 -2.09301 1.71686  C170 1.432, H180 0.973
173 H 7.38729 -0.81121 2.82937  C169 1.121
174 H 7.82151 0.07082 1.25356  C169 1.104
175 H 7.77620 -1.71529 1.29573  C169 1.107
176 H 5.38419 -0.02829 1.75791  C170 1.083
177 H 5.97639 0.31109 -0.56092  C171 1.105
178 H 4.59789 -0.79913 -0.41017  C171 1.090
179 H 6.23801 -1.51015 -0.73859  C171 1.114
180 H 4.33632 -1.99321 1.80613  O172 0.973
181 C 4.16706 0.35493 -3.08205  C182 1.477, H185 1.126, H186 1.128, H187 1.079
182 C 3.73576 0.43063 -4.49288  C181 1.477, C183 1.564, O184 1.373, H188 1.130
183 C 4.51129 1.53023 -5.28977  C182 1.564, H189 1.133, H190 1.103, H191 1.065
184 O 3.83266 -0.79612 -5.10199  C182 1.373, H192 0.941
185 H 4.11519 1.39353 -2.64893  C181 1.126
186 H 5.22768 0.00979 -2.91041  C181 1.128
187 H 3.46314 -0.21262 -2.49260  C181 1.079
188 H 2.66920 0.79181 -4.40164  C182 1.130
189 H 5.60815 1.27094 -5.40505  C183 1.133
190 H 4.26807 2.43750 -4.71107  C183 1.103
191 H 4.01016 1.57010 -6.22859  C183 1.065
192 H 3.72946 -1.55074 -4.54886  O184 0.941
193 C -2.71800 0.64774 3.07493  C194 1.555, H197 1.107, H198 1.087, H199 1.114
194 C -2.10167 2.06365 2.89072  C193 1.555, C195 1.464, O196 1.437, H200 1.074
195 C -2.97259 3.19595 3.21256  C194 1.464, H201 1.091, H202 1.130, H203 1.062
196 O -0.93775 2.12998 3.73044  C194 1.437, H204 0.967
197 H -1.86851 -0.06215 3.10151  C193 1.107
198 H -3.42804 0.33804 2.31295  C193 1.087
199 H -3.15726 0.58636 4.09629  C193 1.114
200 H -1.78228 2.14551 1.86889  C194 1.074
201 H -3.76765 3.11598 2.47009  C195 1.091
202 H -2.38152 4.15208 3.09916  C195 1.130
203 H -3.25430 3.32090 4.22874  C195 1.062
204 H -0.60617 3.03690 3.78165  O196 0.967
205 C -0.41806 6.16704 2.62736  C206 1.503, H209 1.096, H210 1.140, H211 1.132
206 C 0.73060 5.88666 3.55598  C205 1.503, C207 1.504, O208 1.388, H212 1.123
207 C 1.18798 7.04990 4.39172  C206 1.504, H213 1.124, H214 1.131, H215 1.112
208 O 0.42768 4.77869 4.33494  C206 1.388, H216 0.956
209 H -1.36080 6.23426 3.18282  C205 1.096
210 H -0.56230 5.24796 1.96810  C205 1.140
211 H -0.24109 7.10362 2.01606  C205 1.132
212 H 1.55361 5.70881 2.81242  C206 1.123
213 H 1.41253 7.98369 3.80765  C207 1.124
214 H 2.06485 6.78381 5.05476  C207 1.131
215 H 0.34745 7.41418 5.02196  C207 1.112
216 H 1.10186 4.61816 4.99372  O208 0.956
217 C -2.13074 -0.77484 -1.55859  C218 1.507, H221 1.056, H222 1.045, H223 1.095
218 C -1.61025 0.43409 -0.82419  C217 1.507, C219 1.504, O220 1.446, H224 1.127
219 C -0.57358 0.15974 0.23012  C218 1.504, H225 1.073, H226 1.112, H227 1.086
220 O -1.09166 1.37850 -1.78800  C218 1.446, H228 0.969
221 H -2.48681 -0.36607 -2.46517  C217 1.056
222 H -2.91622 -1.25121 -1.06051  C217 1.045
223 H -1.36826 -1.51099 -1.83322  C217 1.095
224 H -2.45970 1.00572 -0.35291  C218 1.127
225 H -0.90181 -0.59299 0.92072  C219 1.073
226 H -0.37026 1.10330 0.78227  C219 1.112
227 H 0.28779 -0.24962 -0.28977  C219 1.086
228 H -0.26105 1.06561 -2.17675  O220 0.969

Output
net charge = 0
LUMO = -1.226 eV
orbital gap = 8.4 eV